No. 1
{"formula": "C10H26AlCl3GeN2O2", "method": "ωB97M-V/def2-TZVPD", "total_charge": 3, "multiplicity": 2, "s_squared": 0.75, "homo_ev": [-18.90, -20.63], "elements": ["Al", "C", "N", "C", "C", "C", "N", "C", "C", "H", "H", "H", "H", "H", "H", "H", "H", "H", "H", "H", "H", "H", "H", "H", "H", "C", "O", "C", "C", "O", "C", "H", "H", "H", "H", "H", "H", "H", "H", "H", "H", "Cl", "Ge", "Cl", "Cl"], "coordinates": [[0.104, 0.209, -0.034], [2.054, -1.111, -1.548], [0.574, -0.880, -1.646], [0.266, -0.368, -3.016], [-0.169, -2.162, -1.445], [0.008, -2.651, -0.024], [-0.398, -1.565, 0.918], [-1.871, -1.646, 1.152], [0.296, -1.776, 2.222], [2.341, -1.989, -2.130], [2.366, -1.268, -0.511], [2.590, -0.252, -1.948], [0.736, -1.015, -3.758], [0.649, 0.641, -3.146], [-0.807, -0.376, -3.199], [0.185, -2.914, -2.154], [-1.224, -1.979, -1.658], [1.046, -2.920, 0.169], [-0.591, -3.548, 0.140], [-2.123, -2.613, 1.590], [-2.424, -1.536, 0.219], [-2.191, -0.871, 1.846], [0.156, -2.806, 2.556], [-0.118, -1.124, 2.989], [1.366, -1.589, 2.127], [1.685, 1.382, 2.279], [0.449, 1.136, 1.522], [-0.766, 1.695, 2.123], [-1.691, 2.099, 0.985], [-1.459, 1.163, -0.126], [-2.404, 1.383, -1.230], [1.610, 0.932, 3.267], [1.844, 2.456, 2.364], [2.510, 0.939, 1.725], [-0.505, 2.561, 2.730], [-1.209, 0.940, 2.772], [-1.476, 3.099, 0.621], [-2.734, 2.038, 1.294], [-3.420, 1.314, -0.848], [-2.246, 0.611, -1.977], [-2.229, 2.367, -1.663], [2.503, 2.540, -3.344], [2.116, 2.575, -1.265], [0.692, 4.099, -0.772], [3.910, 2.782, -0.163]]}



No. 2
{"formula": "C34H88F6N9O12PdS2", "method": "ωB97M-V/def2-TZVPD", "total_charge": 1, "multiplicity": 3, "s_squared": 2.01, "homo_ev": [-9.86, -9.86], "elements": ["Pd", "C", "F", "F", "F", "S", "O", "O", "N", "S", "O", "O", "C", "F", "F", "F", "C", "C", "C", "O", "C", "N", "H", "H", "H", "H", "H", "H", "H", "H", "H", "H", "H", "C", "C", "C", "O", "C", "N", "H", "H", "H", "H", "H", "H", "H", "H", "H", "H", "H", "C", "C", "C", "O", "C", "N", "H", "H", "H", "H", "H", "H", "H", "H", "H", "H", "H", "C", "C", "C", "O", "C", "N", "H", "H", "H", "H", "H", "H", "H", "H", "H", "H", "H", "C", "C", "C", "O", "C", "N", "H", "H", "H", "H", "H", "H", "H", "H", "H", "H", "H", "C", "C", "C", "O", "C", "N", "H", "H", "H", "H", "H", "H", "H", "H", "H", "H", "H", "C", "C", "C", "O", "C", "N", "H", "H", "H", "H", "H", "H", "H", "H", "H", "H", "H", "C", "C", "C", "O", "C", "N", "H", "H", "H", "H", "H", "H", "H", "H", "H", "H", "H"], "coordinates": [[-1.605, 4.917, 1.895], [2.646, 1.577, -1.200], [3.162, 2.465, -0.333], [2.191, 2.241, -2.269], [3.617, 0.726, -1.692], [1.252, 0.470, -0.366], [1.239, -0.811, -1.156], [1.609, 0.336, 0.997], [-0.180, 1.499, -0.464], [-0.813, 1.013, -1.846], [-1.854, 1.974, -2.283], [0.095, 0.616, -2.918], [-1.864, -0.503, -1.288], [-3.158, -0.133, -0.994], [-1.773, -1.400, -2.309], [-1.273, -1.083, -0.320], [-0.837, -6.474, 4.427], [-0.626, -7.846, 4.953], [0.149, -7.954, 6.249], [-0.561, -7.199, 7.222], [0.121, -7.159, 8.479], [-2.028, -8.300, 4.914], [-1.100, -5.807, 5.249], [-1.390, -6.339, 3.498], [0.082, -5.987, 4.100], [-0.203, -8.410, 4.122], [1.195, -7.703, 6.074], [0.105, -8.969, 6.647], [0.636, -8.053, 8.830], [-0.583, -6.836, 9.246], [0.946, -6.462, 8.328], [-2.618, -7.592, 5.326], [-2.292, -9.132, 5.423], [0.954, 4.902, -8.218], [0.742, 6.202, -8.958], [2.053, 7.006, -9.354], [2.961, 7.196, -8.274], [4.056, 6.221, -8.241], [-0.154, 5.896, -10.150], [1.494, 4.187, -8.839], [0.001, 4.498, -7.878], [1.492, 5.068, -7.285], [0.148, 6.916, -8.387], [1.749, 7.993, -9.704], [2.579, 6.415, -10.104], [3.832, 5.319, -7.670], [4.929, 6.612, -7.719], [4.432, 6.014, -9.243], [-0.486, 6.695, -10.672], [-0.911, 5.290, -9.870], [7.984, -5.043, 1.952], [9.299, -4.388, 1.358], [10.318, -3.714, 2.333], [10.003, -2.329, 2.820], [9.087, -1.532, 2.064], [9.922, -5.506, 0.654], [8.084, -5.780, 2.748], [7.527, -5.530, 1.091], [7.207, -4.359, 2.294], [9.116, -3.704, 0.529], [11.163, -3.633, 1.649], [10.659, -4.295, 3.190], [8.813, -0.581, 2.520], [8.113, -2.012, 1.964], [9.487, -1.298, 1.078], [10.735, -5.219, 0.128], [9.354, -5.870, -0.097], [2.510, 1.578, 11.047], [2.682, 1.493, 9.463], [3.938, 0.741, 9.000], [3.907, -0.675, 9.305], [5.113, -1.343, 9.157], [1.482, 0.736, 9.016], [1.858, 2.410, 11.314], [3.539, 1.482, 11.392], [2.034, 0.644, 11.343], [2.752, 2.485, 9.018], [4.761, 1.298, 9.448], [3.908, 0.862, 7.917], [4.933, -2.180, 9.832], [5.898, -0.696, 9.548], [5.352, -1.625, 8.132], [0.831, 0.513, 9.755], [1.853, -0.166, 8.750], [-5.248, 1.000, 5.283], [-4.643, 1.689, 4.051], [-5.745, 2.461, 3.279], [-5.208, 3.421, 2.336], [-6.216, 3.973, 1.458], [-3.567, 2.643, 4.424], [-5.902, 0.164, 5.035], [-5.731, 1.765, 5.892], [-4.512, 0.634, 5.998], [-4.074, 0.938, 3.503], [-6.265, 3.123, 3.972], [-6.498, 1.803, 2.844], [-6.947, 4.641, 1.913], [-6.908, 3.224, 1.070], [-5.798, 4.622, 0.688], [-3.876, 3.187, 5.217], [-2.964, 2.093, 5.020], [-5.769, 1.160, -8.532], [-6.594, 1.901, -9.564], [-7.384, 2.961, -8.915], [-8.526, 2.427, -8.204], [-9.371, 3.434, -7.602], [-5.558, 2.425, -10.341], [-6.436, 0.677, -7.819], [-5.156, 1.843, -7.944], [-5.120, 0.357, -8.883], [-7.089, 1.196, -10.232], [-7.718, 3.487, -9.809], [-6.916, 3.752, -8.330], [-9.814, 4.032, -8.399], [-8.738, 4.000, -6.918], [-10.208, 2.945, -7.104], [-5.987, 2.996, -11.056], [-5.067, 1.612, -10.684], [-1.257, -8.966, -3.835], [-2.065, -8.410, -2.623], [-3.692, -8.593, -2.635], [-3.908, -10.017, -2.433], [-5.130, -10.257, -1.716], [-1.608, -9.158, -1.585], [-1.395, -10.046, -3.895], [-0.189, -8.753, -3.827], [-1.768, -8.451, -4.648], [-1.802, -7.359, -2.502], [-4.169, -8.239, -3.549], [-4.106, -7.939, -1.868], [-5.418, -9.567, -0.924], [-5.248, -11.282, -1.362], [-5.893, -10.021, -2.458], [-2.336, -9.857, -1.573], [-1.757, -8.634, -0.734], [1.335, 9.133, -1.753], [1.037, 8.065, -0.728], [1.845, 8.233, 0.543], [1.668, 7.255, 1.506], [2.611, 7.334, 2.566], [-0.432, 7.921, -0.450], [2.385, 9.260, -2.017], [1.136, 10.074, -1.241], [0.693, 9.071, -2.633], [1.334, 7.087, -1.106], [1.497, 9.203, 0.896], [2.892, 8.486, 0.377], [3.581, 7.304, 2.071], [2.615, 6.575, 3.347], [2.393, 8.312, 2.997], [-0.907, 7.931, -1.341], [-0.761, 8.843, -0.202]]}